Record 1
Molecular formula: C3H9NO2
Method: DFT, ωB97M-V/def2-TZVPD

The value obtained for the energy relative to the best compared isomer or geometry (same formula, charge and spin) is 69.1 kcal/mol. For the HOMO-LUMO gap, the calculation gives 9.72 eV. Its spin multiplicity is 1. The calculation puts the strongest force on any atom at 0.072 Eh/bohr.

Geometry (Å):
C 0.097 -0.220 -0.808
C 0.615 -1.531 -0.169
C -1.057 2.576 1.751
N 1.033 -2.539 -1.116
O -0.274 0.666 0.212
O -0.755 1.798 2.637
H 0.269 -2.821 -1.721
H 1.793 -2.209 -1.701
H 0.892 0.204 -1.442
H -0.753 -0.459 -1.466
H 1.459 -1.285 0.478
H -0.177 -1.943 0.458
H -0.631 1.611 -0.085
H -0.398 3.421 1.496
H -2.112 2.732 1.475

Record 2
Molecular formula: C20H30F2KNO19S2
Method: DFT, ωB97M-V/def2-TZVPD

For the HOMO-LUMO gap, the calculation gives 6.39 eV. Its spin multiplicity is 1. The calculation puts the strongest force on any atom at 0.264 Eh/bohr.

Geometry (Å):
K -5.573 -5.155 4.984
N -2.568 -2.914 1.612
S -1.730 -1.724 1.620
O -2.031 -0.608 0.705
O -0.322 -1.877 1.974
F -2.335 -1.195 2.970
S -1.905 -3.294 0.177
O -0.680 -4.045 0.189
O -2.218 -2.622 -1.084
F -2.961 -4.461 -0.029
C 6.145 0.180 4.700
C 5.856 1.636 5.012
C 5.369 2.532 3.836
O 4.410 3.289 4.516
C 3.929 2.685 5.564
O 2.873 2.819 6.206
O 4.699 1.645 5.865
H 5.216 -0.335 4.453
H 6.414 -0.405 5.579
H 6.998 0.016 4.042
H 6.595 2.184 5.596
H 4.814 1.842 3.200
H 6.245 2.975 3.363
C -4.419 2.068 -8.803
C -5.640 1.529 -8.031
C -5.555 0.113 -7.506
O -5.471 0.357 -6.138
C -5.828 1.602 -5.804
O -5.968 2.005 -4.670
O -5.825 2.336 -6.928
H -3.508 1.597 -8.433
H -4.531 3.149 -8.728
H -4.443 1.781 -9.854
H -6.516 1.718 -8.652
H -4.655 -0.304 -7.958
H -6.333 -0.621 -7.716
C -3.394 6.206 3.158
C -2.462 7.340 3.707
C -1.019 7.144 3.179
O -0.796 8.392 2.626
C -1.863 9.209 2.576
O -1.949 10.417 2.477
O -2.844 8.566 3.247
H -3.013 6.019 2.154
H -4.439 6.413 2.925
H -3.366 5.339 3.817
H -2.325 7.397 4.787
H -0.935 6.370 2.415
H -0.426 7.019 4.085
C 3.135 2.988 -4.126
C 3.589 1.681 -4.660
C 2.555 0.533 -4.448
O 2.297 0.086 -5.786
C 2.972 0.829 -6.680
O 2.837 0.856 -7.876
O 3.857 1.675 -6.028
H 3.372 2.984 -3.062
H 2.048 3.028 -4.198
H 3.642 3.826 -4.604
H 4.557 1.475 -4.204
H 1.779 0.949 -3.805
H 3.159 -0.206 -3.921
C 2.063 -8.557 3.673
C 0.845 -9.383 3.095
C 0.860 -10.974 3.108
O -0.440 -11.365 3.444
C -0.929 -10.318 4.254
O -1.873 -10.363 5.075
O -0.233 -9.168 4.023
H 2.354 -7.684 3.090
H 3.012 -9.049 3.883
H 1.778 -8.273 4.686
H 0.527 -9.048 2.108
H 1.500 -11.444 3.855
H 1.018 -11.405 2.120

Record 3
Molecular formula: C3H3NO2P
Method: DFT, ωB97M-V/def2-TZVPD

The value obtained for the energy relative to the best compared isomer or geometry (same formula, charge and spin) is 33.4 kcal/mol. For the HOMO-LUMO gap (alpha / beta), the calculation gives 8.02 / 7.55 eV. Its spin multiplicity is 1. As for the total charge: -1. The calculation puts the strongest force on any atom at 0.061 Eh/bohr.

Geometry (Å):
C 1.272 -0.176 0.003
C 0.818 1.115 -0.109
C 0.215 -0.984 0.407
N -1.900 -0.774 -1.169
O -2.475 -0.081 1.107
O -0.456 1.410 0.019
P -1.367 -0.234 0.145
H 2.364 -0.307 -0.097
H 1.476 2.025 -0.321
H 0.053 -1.995 0.016

Record 4
Molecular formula: C22H27NO3P2Tb
Method: DFT, ωB97M-V/def2-TZVPD

The value obtained for the energy relative to the best compared isomer or geometry (same formula, charge and spin) is 58.5 kcal/mol. For the HOMO-LUMO gap (alpha / beta), the calculation gives 5.73 / 5.84 eV. Its spin multiplicity is 7. As for the total charge: +1. As for the expectation value of S²: 12.74. The calculation puts the strongest force on any atom at 0.061 Eh/bohr.

Geometry (Å):
C -1.499 3.614 -2.228
C -1.317 2.266 -1.920
C 0.000 1.698 -1.948
C 1.086 2.504 -2.447
C 0.857 3.878 -2.729
C -0.408 4.428 -2.589
C 2.318 1.867 -2.601
C 2.469 0.488 -2.415
C 1.339 -0.248 -1.913
C 1.447 -1.675 -1.778
C 2.666 -2.309 -2.001
C 3.794 -1.559 -2.372
C 3.701 -0.196 -2.601
H -2.519 4.018 -2.206
H 1.704 4.491 -3.042
H -0.603 5.483 -2.781
H 3.160 2.433 -2.970
H 2.709 -3.403 -1.877
H 4.734 -2.102 -2.465
H 4.575 0.367 -2.933
N 0.243 0.438 -1.451
Tb -0.095 0.228 1.563
C -2.508 1.487 -1.383
H -2.548 0.486 -1.846
H -3.450 2.050 -1.540
C 0.269 -2.480 -1.255
H -0.686 -2.183 -1.710
H 0.428 -3.556 -1.412
P -2.320 1.298 0.433
P 0.119 -2.253 0.565
C 1.408 -3.380 1.119
H 1.332 -3.550 2.196
H 1.318 -4.336 0.593
H 2.395 -2.958 0.929
C -1.434 -3.138 0.968
H -1.295 -4.215 0.799
H -1.716 -2.937 2.014
H -2.241 -2.761 0.323
C -2.682 2.987 0.963
H -3.664 3.281 0.563
H -2.696 3.031 2.059
H -1.919 3.679 0.587
C -3.841 0.390 0.860
H -3.786 0.080 1.912
H -4.703 1.058 0.699
H -3.918 -0.510 0.228
C 2.410 0.024 1.301
O 3.461 -0.300 1.715
H 2.302 0.936 0.579
C 0.309 -1.432 5.597
C -0.580 -1.102 4.415
O -1.655 -1.666 4.160
O -0.034 -0.139 3.650
H -0.297 -1.985 6.348
H 0.742 -0.515 6.037
H 1.120 -2.100 5.238

Q: Look up the strongest force on any atom of the fourth one.
A: 0.061 Eh/bohr

Copy entry 4 word for word.
Molecular formula: C22H27NO3P2Tb
Method: DFT, ωB97M-V/def2-TZVPD

The value obtained for the energy relative to the best compared isomer or geometry (same formula, charge and spin) is 58.5 kcal/mol. For the HOMO-LUMO gap (alpha / beta), the calculation gives 5.73 / 5.84 eV. Its spin multiplicity is 7. As for the total charge: +1. As for the expectation value of S²: 12.74. The calculation puts the strongest force on any atom at 0.061 Eh/bohr.

Geometry (Å):
C -1.499 3.614 -2.228
C -1.317 2.266 -1.920
C 0.000 1.698 -1.948
C 1.086 2.504 -2.447
C 0.857 3.878 -2.729
C -0.408 4.428 -2.589
C 2.318 1.867 -2.601
C 2.469 0.488 -2.415
C 1.339 -0.248 -1.913
C 1.447 -1.675 -1.778
C 2.666 -2.309 -2.001
C 3.794 -1.559 -2.372
C 3.701 -0.196 -2.601
H -2.519 4.018 -2.206
H 1.704 4.491 -3.042
H -0.603 5.483 -2.781
H 3.160 2.433 -2.970
H 2.709 -3.403 -1.877
H 4.734 -2.102 -2.465
H 4.575 0.367 -2.933
N 0.243 0.438 -1.451
Tb -0.095 0.228 1.563
C -2.508 1.487 -1.383
H -2.548 0.486 -1.846
H -3.450 2.050 -1.540
C 0.269 -2.480 -1.255
H -0.686 -2.183 -1.710
H 0.428 -3.556 -1.412
P -2.320 1.298 0.433
P 0.119 -2.253 0.565
C 1.408 -3.380 1.119
H 1.332 -3.550 2.196
H 1.318 -4.336 0.593
H 2.395 -2.958 0.929
C -1.434 -3.138 0.968
H -1.295 -4.215 0.799
H -1.716 -2.937 2.014
H -2.241 -2.761 0.323
C -2.682 2.987 0.963
H -3.664 3.281 0.563
H -2.696 3.031 2.059
H -1.919 3.679 0.587
C -3.841 0.390 0.860
H -3.786 0.080 1.912
H -4.703 1.058 0.699
H -3.918 -0.510 0.228
C 2.410 0.024 1.301
O 3.461 -0.300 1.715
H 2.302 0.936 0.579
C 0.309 -1.432 5.597
C -0.580 -1.102 4.415
O -1.655 -1.666 4.160
O -0.034 -0.139 3.650
H -0.297 -1.985 6.348
H 0.742 -0.515 6.037
H 1.120 -2.100 5.238